A cluster of 11 separate species, C15H52N6O11 in total, computed with the ωB97M-V functional and the def2-TZVPD basis.

CARTESIAN COORDINATES (ANGSTROEM)
1 O -7.077 -13.248 -0.992
2 O -10.285 -16.219 -3.670
3 O -10.756 -18.619 0.001
4 O -14.382 -11.991 -1.760
5 O -13.442 -13.641 -3.592
6 O -8.074 -13.414 1.608
7 O -11.765 -11.908 -0.759
8 O -7.798 -19.430 -2.057
9 O -13.733 -14.004 1.553
10 O -12.993 -16.679 0.448
11 O -10.546 -19.869 -2.441
12 N -7.311 -15.393 -1.779
13 N -7.757 -17.868 -3.707
14 N -5.760 -18.833 -2.801
15 N -8.804 -13.725 -2.434
16 N -11.616 -15.234 -1.938
17 N -11.999 -17.448 -2.735
18 C -11.243 -16.332 -2.854
19 C -7.163 -18.734 -2.830
20 C -9.475 -13.727 1.735
21 C -10.641 -21.063 -3.296
22 C -14.817 -18.027 1.336
23 C -13.306 -17.728 1.374
24 C -7.723 -14.057 -1.641
25 C -12.854 -17.384 2.806
26 C -14.136 -12.126 -5.265
27 C -9.698 -15.181 1.457
28 C -9.551 -22.063 -2.908
29 C -9.934 -13.294 3.131
30 C -12.108 -21.550 -3.099
31 C -12.836 -14.203 -5.880
32 C -13.083 -13.073 -4.839
33 H -8.978 -14.144 -3.297
34 H -6.597 -15.745 -1.075
35 H -10.033 -13.113 0.988
36 H -12.309 -22.467 -3.558
37 H -15.269 -18.106 0.285
38 H -15.155 -11.418 -1.810
39 H -13.729 -14.697 -6.220
40 H -12.145 -14.957 -5.530
41 H -12.313 -17.592 -1.766
42 H -13.667 -16.884 3.349
43 H -15.479 -17.312 1.811
44 H -14.994 -18.950 1.819
45 H -11.466 -11.052 -0.446
46 H -12.160 -12.556 -4.789
47 H -14.225 -11.329 -4.493
48 H -5.104 -18.236 -3.337
49 H -13.226 -13.167 1.341
50 H -7.921 -16.111 -2.070
51 H -12.321 -13.772 -6.685
52 H -10.032 -12.249 3.172
53 H -12.036 -16.706 2.761
54 H -14.000 -11.714 -6.245
55 H -9.449 -22.846 -3.636
56 H -7.781 -13.378 0.648
57 H -12.713 -14.226 -3.208
58 H -9.539 -19.623 -2.415
59 H -9.713 -22.341 -1.887
60 H -10.942 -13.745 3.283
61 H -8.554 -21.597 -2.810
62 H -10.752 -19.309 -0.650
63 H -12.475 -18.305 3.357
64 H -12.326 -21.736 -2.069
65 H -10.513 -20.660 -4.289
66 H -15.065 -12.727 -5.240
67 H -14.263 -12.514 -2.607
68 H -12.736 -18.520 1.056
69 H -9.305 -13.636 3.963
70 H -9.170 -15.789 2.246
71 H -10.918 -14.525 -1.800
72 H -10.713 -15.470 1.411
73 H -9.187 -15.364 0.495
74 H -13.143 -15.826 0.844
75 H -12.790 -20.821 -3.528
76 H -8.981 -12.734 -2.388
77 H -7.135 -17.224 -4.092
78 H -12.451 -11.846 -1.469
79 H -9.847 -18.387 0.142
80 H -5.388 -19.532 -2.229
81 H -14.675 -13.838 1.324
82 H -8.647 -17.539 -3.377
83 H -11.654 -18.281 -3.145
84 H -12.108 -15.470 -1.105

## Properties
spin multiplicity = 1
gap between HOMO and LUMO = 9.7 eV
molecular weight = 492.612 g/mol
energy above the lowest of the compared OMol25 structures with the same formula, charge and spin = 0.00 kcal per mole
E_HOMO = -9.29 eV
SMILES = NC(N)=O.NC(N)=O.NC(N)=O.CC(C)O.CC(C)O.CC(C)O.CC(C)O.O.O.O.O

Löwdin atomic charge list, values in e, 8 entries: O 0.0312; O -0.0486; O -0.0264; O -0.0948; O -0.0936; O -0.0837; O -0.0866; O 0.0129

=====

A structure of composition C10H21N3PPb, computed with the ωB97M-V functional and the def2-TZVPD basis.

CARTESIAN COORDINATES (ANGSTROEM)
1 Pb -1.145 -0.175 -1.428
2 P 0.941 0.834 -2.857
3 N 1.124 -1.529 1.357
4 N 1.758 0.793 1.775
5 N 0.037 0.284 0.415
6 C -3.324 1.539 -2.511
7 C 0.993 -0.208 1.202
8 C 2.743 0.550 2.829
9 C 1.541 2.207 1.399
10 C -3.454 -0.754 -2.373
11 C -3.714 1.207 -1.189
12 C 0.295 -2.442 0.580
13 C 1.952 -2.251 2.297
14 C -3.765 -0.197 -1.103
15 C -3.120 0.345 -3.207
16 H 2.250 0.060 3.693
17 H 0.582 1.597 -4.062
18 H 1.761 2.381 0.326
19 H 3.554 -0.077 2.413
20 H 1.281 -2.857 2.947
21 H 2.218 2.795 2.027
22 H 0.568 -3.434 0.957
23 H 3.114 1.575 3.104
24 H 2.572 -1.586 2.890
25 H 1.795 1.598 -1.931
26 H -2.773 0.271 -4.246
27 H -3.171 2.539 -2.890
28 H 2.570 -2.966 1.713
29 H 0.263 1.259 0.383
30 H -3.984 -0.767 -0.198
31 H -3.909 1.906 -0.394
32 H -3.309 -1.808 -2.600
33 H -0.785 -2.309 0.730
34 H 1.535 -0.492 -3.121
35 H 0.515 -2.422 -0.496
36 H 0.494 2.535 1.568

## Properties
spin multiplicity = 1
gap between HOMO and LUMO (alpha / beta) = 2.6 / 2.6 eV
molecular weight = 421.473 g/mol
charge = -1
E_HOMO (alpha / beta) = 0.11 / 0.11 eV

natural (NBO) atomic charge list, values in e, 8 entries: Pb 0.1969; P -0.1492; N -0.4302; N -0.4538; N -0.9067; C -0.3275; C 0.5941; C -0.4487

=====

A structure of composition C9H16Ag4Br8O3, computed with the ωB97M-V functional and the def2-TZVPD basis.

CARTESIAN COORDINATES (ANGSTROEM)
1 Ag -3.037 0.172 1.666
2 Ag -3.574 -2.543 0.138
3 Ag -2.762 0.126 -2.136
4 Ag -0.242 2.722 -0.847
5 Br 1.420 -2.145 4.178
6 Br 3.975 1.740 -5.340
7 Br 1.136 4.093 1.265
8 Br -1.725 1.853 4.182
9 Br 2.467 2.857 -2.109
10 Br 0.468 -4.739 -2.074
11 Br -3.299 -1.695 3.678
12 Br -0.014 -2.976 -4.986
13 O -1.717 -0.920 0.039
14 O -0.516 0.361 -1.291
15 O -0.509 0.765 0.905
16 C 2.509 1.060 -2.951
17 C -0.245 -2.175 -3.214
18 C 0.569 2.914 2.718
19 C -0.838 0.028 -0.080
20 C -0.905 3.224 2.943
21 C -0.264 -1.532 3.374
22 C 2.384 1.096 -4.456
23 C 0.705 -2.758 -2.189
24 C -1.428 -1.889 4.311
25 H -0.225 -0.453 3.326
26 H -1.042 4.146 3.497
27 H 1.658 0.621 -2.437
28 H -1.398 -2.965 4.459
29 H 2.105 0.143 -4.900
30 H -1.295 -1.368 5.255
31 H 0.535 -2.350 -1.196
32 H 3.409 0.485 -2.739
33 H -0.351 -1.978 2.389
34 H 1.601 1.798 -4.747
35 H -1.518 3.171 2.052
36 H -0.238 -1.097 -3.380
37 H -1.277 -2.258 -2.851
38 H 1.099 3.181 3.624
39 H 0.633 1.887 2.375
40 H 1.746 -2.602 -2.451

## Properties
spin multiplicity = 1
gap between HOMO and LUMO = 4.9 eV
molecular weight = 1242.928 g/mol
charge = +2
energy above the lowest of the compared OMol25 structures with the same formula, charge and spin = 0.00 kcal per mole
E_HOMO = -14.12 eV

natural (NBO) atomic charge list, values in e, 8 entries: Ag 0.8316; Ag 0.9614; Ag 0.9517; Ag 0.8474; Br 0.0767; Br 0.0536; Br 0.0306; Br -0.0504

=====

The molecule C4H7NO2, computed with the ωB97M-V functional and the def2-TZVPD basis.

CARTESIAN COORDINATES (ANGSTROEM)
1 O -1.274 0.416 1.333
2 O 1.984 -0.136 1.690
3 N -2.283 -0.234 -0.533
4 C 0.543 -0.397 -0.032
5 C -1.205 -0.243 0.311
6 C 1.210 0.788 -0.765
7 C 0.926 -0.628 1.369
8 H 0.376 -1.460 1.893
9 H 0.887 0.762 -1.807
10 H -2.190 -0.613 -1.443
11 H 0.902 -1.325 -0.478
12 H -3.040 0.444 -0.449
13 H 2.310 0.744 -0.764
14 H 0.915 1.732 -0.313

## Properties
spin multiplicity = 1
gap between HOMO and LUMO = 10.2 eV
molecular weight = 101.105 g/mol
energy above the lowest of the compared OMol25 structures with the same formula, charge and spin = 50.38 kcal per mole
E_HOMO = -9.55 eV
SMILES = C[C@@H](C=O)C(N)=O

natural (NBO) atomic charge list, values in e, 8 entries: O -0.6091; O -0.5345; N -0.8289; C -0.3333; C 0.6614; C -0.6203; C 0.4358; H 0.1308